The following is a DFT calculation (ωB97M-V/def2-TZVPD) of the molecule C3H5NO3.

The geometry in ORCA input format:
```
! RIJCOSX wB97M-V def2-TZVPD def2/J DEFGRID3
* xyz 0 1
N 0.3979 1.4807 0.2587
C 0.7938 0.2448 0.8309
O 1.8052 0.0517 1.4601
C -0.2862 -0.8266 0.7422
O -1.2996 -0.5413 -0.2195
C -0.8754 -0.5456 -1.4828
O 0.2555 -0.7851 -1.8283
H 0.7952 1.5969 -0.6639
H 0.7532 2.2474 0.7974
H 0.1632 -1.8024 0.5567
H -0.8019 -0.8368 1.7073
H -1.7008 -0.2838 -2.1588
*
```

Calculated values
- DFT total energy (Ha) = -397.79197
- gap between HOMO and LUMO (hartree) = 0.406
- energy above the lowest of the compared OMol25 structures with the same formula, charge and spin (kcal per mole) = 28.1
- SMILES string = NC(=O)COC=O

=====

The following is a DFT calculation (ωB97M-V/def2-TZVPD) of the molecule C3H5NO3 at a distorted geometry.

The geometry in ORCA input format:
```
! RIJCOSX wB97M-V def2-TZVPD def2/J DEFGRID3
* xyz 0 1
C 0.1230 0.9308 0.5022
C 0.2223 -0.2225 -0.8598
N -0.9338 -0.6098 -1.4275
C 0.6226 -0.8836 0.3162
O -1.1961 1.1984 0.6743
O 1.8952 -0.9191 0.7760
O 1.0085 1.6437 0.8966
H -1.2585 2.0878 1.0573
H 2.3891 -0.1808 0.3813
H -1.4364 0.0462 -2.0019
H -1.4803 -1.3923 -1.0789
H 0.0444 -1.6987 0.7642
*
```

Calculated values
- DFT total energy (Ha) = -397.69264
- gap between HOMO and LUMO (hartree) = 0.333
- energy above the lowest of the compared OMol25 structures with the same formula, charge and spin (kcal per mole) = 90.4

=====

The following is a DFT calculation (ωB97M-V/def2-TZVPD) of the molecule C3H5NO3 at a distorted geometry.

The geometry in ORCA input format:
```
! RIJCOSX wB97M-V def2-TZVPD def2/J DEFGRID3
* xyz 0 1
C 1.2977 -0.8236 0.8405
C 0.5516 -0.0042 0.1144
C 0.2301 -0.0299 -1.3581
O -0.1774 1.0236 0.7298
N -1.5519 0.7456 0.9423
O -2.0979 1.6332 1.4843
O -1.9371 -0.2941 0.5836
H 1.3688 -0.5130 1.8241
H 1.8185 -1.5081 0.1810
H -0.8823 -0.0879 -1.6208
H 0.7253 0.7680 -2.0252
H 0.6547 -0.9097 -1.6960
*
```

Calculated values
- DFT total energy (Ha) = -397.60329
- gap between HOMO and LUMO (hartree) = 0.409
- energy above the lowest of the compared OMol25 structures with the same formula, charge and spin (kcal per mole) = 146.5
- SMILES string = C=C(C)O[N+](=O)[O-]

=====

The following is a DFT calculation (ωB97M-V/def2-TZVPD) of the molecule C3H5NO3 at a distorted geometry.

The geometry in ORCA input format:
```
! RIJCOSX wB97M-V def2-TZVPD def2/J DEFGRID3
* xyz 0 1
N 0.2912 2.1856 -0.3657
C 0.7833 0.9353 -0.1551
O 1.9707 0.6341 -0.2828
C -0.2248 -0.0847 0.2066
O -1.5801 0.2124 0.1744
C 0.2251 -1.3537 0.2659
O -0.6475 -2.4037 0.3616
H 0.9334 2.9339 -0.5763
H -0.7070 2.3434 -0.3164
H -2.0185 -0.6038 0.4857
H 1.2600 -1.6589 0.3690
H -0.2858 -3.1399 -0.1666
*
```

Calculated values
- DFT total energy (Ha) = -397.78392
- gap between HOMO and LUMO (hartree) = 0.342
- energy above the lowest of the compared OMol25 structures with the same formula, charge and spin (kcal per mole) = 33.1
- SMILES string = NC(=O)/C(O)=C/O

=====

The following is a DFT calculation (ωB97M-V/def2-TZVPD) of the molecule C3H5NO3.

The geometry in ORCA input format:
```
! RIJCOSX wB97M-V def2-TZVPD def2/J DEFGRID3
* xyz 0 1
N 0.0867 1.7985 -0.5918
C 0.2320 0.9326 0.4582
O -0.0772 1.1856 1.6035
C 0.9456 -0.3723 0.0952
O 0.2672 -1.5079 0.6305
C -0.9691 -1.6723 0.1531
O -1.5016 -0.9422 -0.6445
H -0.0952 1.3913 -1.4985
H -0.4601 2.6222 -0.3802
H 1.0676 -0.4912 -0.9859
H 1.9260 -0.3706 0.5741
H -1.4220 -2.5737 0.5862
*
```

Calculated values
- DFT total energy (Ha) = -397.81090
- gap between HOMO and LUMO (hartree) = 0.403
- energy above the lowest of the compared OMol25 structures with the same formula, charge and spin (kcal per mole) = 16.2
- SMILES string = NC(=O)COC=O

=====

The following is a DFT calculation (ωB97M-V/def2-TZVPD) of the molecule C3H5NO3 at a distorted geometry.

The geometry in ORCA input format:
```
! RIJCOSX wB97M-V def2-TZVPD def2/J DEFGRID3
* xyz 0 1
O -0.9736 -1.4786 2.3065
C -0.7489 -0.8818 1.2857
C 0.3775 -1.3368 0.3130
N 0.8134 -0.3503 -0.6919
C 0.4187 0.9399 -0.9877
O 0.8700 1.5403 -1.9329
O -0.5371 1.4835 -0.2104
H -1.5957 -0.5165 0.7006
H -0.1136 -2.1484 -0.2126
H 1.1835 -1.7502 0.9297
H 1.2782 -0.7747 -1.4728
H -0.8564 2.2049 -0.7694
*
```

Calculated values
- DFT total energy (Ha) = -397.77836
- gap between HOMO and LUMO (hartree) = 0.388
- energy above the lowest of the compared OMol25 structures with the same formula, charge and spin (kcal per mole) = 36.6
- SMILES string = O=CCNC(=O)O

=====

The following is a DFT calculation (ωB97M-V/def2-TZVPD) of a structure of composition C3H5NO3P at a distorted geometry.

The geometry in ORCA input format:
```
! RIJCOSX wB97M-V def2-TZVPD def2/J DEFGRID3
* xyz -1 1
C 2.7817 -0.2879 0.3734
C 0.0496 -0.6355 0.1963
C -1.2432 1.4418 0.3238
N -0.0909 0.5680 0.5326
O 3.0267 -0.1625 1.5132
O 2.9899 -0.1250 -0.7909
O 1.1634 -1.2207 0.2200
P -1.0715 -1.9660 -0.6497
H -1.4861 1.5697 -0.8190
H -2.0220 1.1973 1.0620
H -0.8855 2.4381 0.5479
H -2.4378 -1.4667 -0.6454
H -0.7745 -1.3507 -1.8643
*
```

Calculated values
- DFT total energy (Ha) = -739.17057
- gap between HOMO and LUMO (hartree) = 0.306
- energy above the lowest of the compared OMol25 structures with the same formula, charge and spin (kcal per mole) = 44.6

=====

The following is a DFT calculation (ωB97M-V/def2-TZVPD) of a cluster of 2 separate species, C3H5NO3S in total at a distorted geometry.

The geometry in ORCA input format:
```
! RIJCOSX wB97M-V def2-TZVPD def2/J DEFGRID3
* xyz -2 1
C 1.7988 1.5908 -0.5808
C -1.4214 -0.9278 1.4337
C 0.7390 1.4483 0.1820
N -0.1075 -1.1766 1.4690
O 0.3150 -2.1599 2.2322
O 0.5505 4.1151 0.2522
O -0.7546 2.7992 -1.3851
S -0.4022 2.9740 0.0615
H 1.6715 2.5680 -1.1001
H 2.6298 0.8561 -0.7047
H -1.6744 0.1009 0.9803
H -2.2456 -1.3280 2.0787
H 0.5530 0.5405 0.7746
*
```

Calculated values
- DFT total energy (Ha) = -795.80396
- gap between HOMO and LUMO (hartree) = 0.225
- energy above the lowest of the compared OMol25 structures with the same formula, charge and spin (kcal per mole) = 6.9

=====

Record-wise highest occupied orbital energy values, in eV: -10.232, -8.494, -10.375, -8.785, -10.136, -10.200, -4.317, 0.164